1.
DFT (ωB97M-V/def2-TZVPD) results for a 2-piece molecular cluster, C5H12O2 overall.

Results
- Relative energy (zero: lowest compared OMol25 entry of this formula, charge and spin): 6.002 eV
- Gap between HOMO and LUMO (alpha / beta): 0.282 / 0.281 Eh
- HOMO (alpha / beta): -7.54 / -7.54 eV

Structure (ORCA input):
```
! wB97M-V def2-TZVPD RIJCOSX def2/J DEFGRID3
* xyz 0 1
C 2.356 0.791 -1.488
C 1.701 -0.033 -0.392
O 0.637 0.687 0.212
C -0.517 -0.564 1.337
C -2.001 -0.431 1.551
O -2.567 -0.817 0.346
C -1.826 -0.046 -0.587
H 2.737 1.732 -1.080
H 1.630 1.024 -2.274
H 3.191 0.242 -1.938
H 2.424 -0.272 0.396
H 1.318 -0.982 -0.804
H -0.237 -1.491 0.845
H 0.134 -0.280 2.163
H -2.337 -1.091 2.372
H -2.264 0.606 1.827
H -0.265 0.461 -0.278
H -2.227 0.983 -0.636
H -1.888 -0.521 -1.572
*
```

2.
DFT (ωB97M-V/def2-TZVPD) results for a 2-piece molecular cluster, C5H12O2 overall at a distorted geometry.

Results
- Relative energy (zero: lowest compared OMol25 entry of this formula, charge and spin): 8.265 eV
- Gap between HOMO and LUMO: 0.136 Eh
- HOMO: -7.34 eV

Structure (ORCA input):
```
! wB97M-V def2-TZVPD RIJCOSX def2/J DEFGRID3
* xyz 0 1
O 1.344 1.402 2.334
C 0.287 2.083 1.616
C -0.636 1.017 1.121
C -0.179 0.323 -0.145
C 0.097 -1.055 0.159
C 0.034 -1.992 -1.042
H -0.242 2.832 2.208
H -1.724 0.970 1.326
H 0.774 2.659 0.775
H 0.805 0.634 -0.512
H -0.941 0.446 -0.916
H -0.729 -2.758 -1.014
H -0.753 -1.311 0.805
H 0.942 -1.121 0.715
H -0.197 -1.405 -1.963
H 0.977 -2.553 -1.115
H 0.808 0.610 2.600
H -0.630 -0.580 -3.825
O -0.037 -0.200 -3.127
*
```

3.
DFT (ωB97M-V/def2-TZVPD) results for a 2-piece molecular cluster, C5H12O2 overall at a distorted geometry.

Results
- Relative energy (zero: lowest compared OMol25 entry of this formula, charge and spin): 5.833 eV
- Gap between HOMO and LUMO (alpha / beta): 0.292 / 0.335 Eh
- HOMO (alpha / beta): -8.23 / -8.75 eV

Structure (ORCA input):
```
! wB97M-V def2-TZVPD RIJCOSX def2/J DEFGRID3
* xyz 0 1
C -0.430 0.436 2.739
C -0.594 -0.401 1.472
C 0.265 -0.025 0.307
O 1.297 -0.987 0.193
C -0.526 0.181 -0.988
C 0.397 0.486 -2.186
O 1.139 -0.698 -2.495
H -1.112 0.142 3.540
H 0.590 0.251 3.144
H -0.483 1.522 2.594
H -2.226 -1.054 0.064
H -0.581 -1.461 1.676
H 0.740 0.944 0.564
H 1.369 -1.234 -0.744
H -1.255 0.985 -0.869
H -1.409 -0.733 -0.948
H 1.113 1.317 -2.003
H -0.211 0.793 -3.045
H 1.917 -0.463 -3.016
*
```

Which value of relative energy (zero: lowest compared OMol25 entry of this formula, charge and spin) does entry 3 give?
5.833 eV